Record 1
C3H4O2 | ωB97M-V with the def2-TZVPD basis set

Last column: Mulliken charge in e.
CARTESIAN COORDINATES (ANGSTROEM)
C: -0.45234 -0.76880 0.03354  -0.6841
C: -1.21725 0.27028 -0.29779  -0.0305
C: 0.52592 0.14178 0.52857  0.2551
O: -0.41265 1.22290 0.20280  -0.3759
O: 1.96382 0.22053 -0.11476  -0.4788
H: -0.57429 -1.77489 -0.24102  0.3231
H: -2.17647 0.43455 -0.69914  0.3937
H: 0.56143 0.01328 1.57414  0.3175
H: 1.78184 0.24036 -0.98633  0.2800

Properties
Spin multiplicity: 1
LUMO level, eV: 0.98
Relative energy (zero: lowest compared OMol25 entry of this formula, charge and spin), kJ/mol: 309.3
Kohn-Sham gap, eV: 10.23
HOMO, eV: -9.245
Electronic energy, Eh: -267.07499

Record 2
C3H4O2 | ωB97M-V with the def2-TZVPD basis set

Last column: Mulliken charge in e.
CARTESIAN COORDINATES (ANGSTROEM)
C: -1.42064 -1.87012 0.73024  0.0948
C: 0.15273 -0.27764 1.05237  0.4790
C: 0.12371 0.69685 -0.08113  -1.0826
O: 0.82657 -0.35816 2.01972  -0.3957
O: -2.47069 -2.07234 0.14486  -0.3974
H: -0.78954 -2.56831 1.28083  0.2414
H: 0.85647 1.39481 -0.13734  0.4335
H: -0.77399 1.39239 -0.07960  0.2858
H: 0.10019 0.27173 -1.00908  0.3413

Properties
Spin multiplicity: 1
LUMO level, eV: 0.40
Relative energy (zero: lowest compared OMol25 entry of this formula, charge and spin), kJ/mol: 326.5
Kohn-Sham gap, eV: 8.51
HOMO, eV: -8.113
Electronic energy, Eh: -267.06843

In the order shown, the computed F_max values come out to 7.43, 3.77 eV/A.